{
  "formula": "C16H16ClN3O5S",
  "method": "ωB97M-V with the def2-TZVPD basis set",
  "symbols": ["O", "O", "O", "Cl", "N", "O", "O", "S", "C", "C", "C", "C", "C", "C", "C", "C", "C", "C", "N", "N", "C", "C", "C", "C", "C", "C", "H", "H", "H", "H", "H", "H", "H", "H", "H", "H", "H", "H", "H", "H", "H", "H"],
  "coordinates": [[2.87196, -3.89954, -2.66129], [2.06846, 0.04679, -0.60293], [0.04081, -1.07396, -4.43164], [-2.63575, -0.25751, 3.17613], [-0.84532, -2.29390, -0.96128], [-1.88973, 4.84880, 4.43691], [-0.76364, 5.46418, 2.59981], [-1.63435, 0.07794, -0.27329], [2.23336, -2.87370, -2.47304], [1.75992, -0.82311, -1.39764], [0.62525, -1.47512, -3.38291], [-0.58185, -1.04597, -1.04211], [-2.39910, 2.45838, 3.90280], [-0.68881, 3.08365, 1.73481], [-1.96111, 1.39130, 2.99885], [-1.88031, 3.80209, 3.56674], [-1.16114, 4.19368, 2.51212], [-1.09647, 1.68324, 1.90568], [2.39150, -2.07706, -1.36734], [1.50537, -2.50091, -3.57488], [-2.00772, -2.73845, -0.17373], [-1.43854, 5.96772, 3.71482], [0.47436, -0.64082, -2.10318], [-0.46588, 0.59481, 1.09040], [3.42379, -2.18901, -0.35541], [1.41473, -3.36964, -4.82496], [-3.06496, 2.32743, 4.71123], [0.10022, 3.09963, 0.95935], [-2.18039, -3.85848, -0.11726], [-1.95698, -2.25011, 0.85235], [-2.86764, -2.33131, -0.66396], [-2.29110, 6.59652, 3.39028], [-0.77685, 6.59305, 4.36786], [0.39485, 0.39924, -2.32352], [0.46682, 0.94390, 0.68423], [-0.32633, -0.20606, 1.80431], [3.87025, -3.22979, -0.24484], [2.93296, -1.87268, 0.58694], [4.26848, -1.61859, -0.66287], [1.20524, -4.46252, -4.59011], [2.38660, -3.35528, -5.32943], [0.47903, -3.12886, -5.43800]],
  "gap_ev": 8.790,
  "smiles": "C/N=C(\\SCc1cc2c(cc1Cl)OCO2)C1C(=O)N(C)C(=O)N(C)C1=O"
}